[1]
6
Properties=species:S:1:pos:R:3:mulliken_spin:R:1 method="wB97M-V/def2-TZVPD" homo_ev="-8.14 / -10.50" de_lowest_ev=3.738 spin_multiplicity=3
N -0.0497 1.8204 -0.1184 0.44
O 1.1650 1.9251 -0.1115 0.79
O -0.8151 2.5962 0.4063 0.71
P -0.6705 0.3191 -0.9525 0.02
Cl -2.4598 0.1833 0.1785 0.03
H 0.2308 -0.4792 -0.2530 0.02



[2]
7
Properties=species:S:1:pos:R:3:lowdin_charge:R:1 method="wB97M-V/def2-TZVPD" smiles="O=[NH+][O-].O=PCl" homo_ev=-10.59 de_lowest_ev=1.651 spin_multiplicity=1
O -0.9042 -0.2326 -0.3314 -0.04
N -1.0364 -0.9627 0.5841 -0.35
O -0.6557 -2.0921 0.7228 0.06
H -1.7036 -0.5908 1.5451 0.27
O 1.5992 -0.0248 -0.9633 -0.51
P 1.4116 1.1466 -0.1694 0.41
Cl 1.2892 2.7565 -1.3880 0.16



no.,molecular weight (g/mol)
1,113.4
2,129.4